Record 1
# C32H38AsF6GeN7O8S2V

C32H38AsF6GeN7O8S2V as an isolated structure at a distorted geometry (ωB97M-V/def2-TZVPD, the OMol25 dataset).

Cartesian coordinates (Å):
V 6.5199 -20.9676 -4.8492
C 5.6882 -23.5434 -1.5219
C 6.2326 -22.5644 -2.5039
N 5.9959 -22.6199 -3.7707
O 4.8973 -23.4765 -4.1487
C 6.9863 -21.4477 -2.0276
C 7.4070 -21.1259 -0.5872
N 7.2279 -20.5227 -2.9597
O 8.0943 -19.6419 -2.7791
H 5.6757 -24.5776 -1.9547
H 4.6770 -23.2589 -1.3663
H 6.2354 -23.4814 -0.5681
H 5.2908 -24.2123 -4.6451
H 7.6772 -21.9837 -0.0276
H 6.7262 -20.4828 0.0460
H 8.3751 -20.5913 -0.6736
N 5.9014 -25.7122 -5.2312
H 5.8169 -26.5608 -4.6481
H 6.7921 -25.8048 -5.6810
H 5.1297 -25.7013 -5.9342
N 7.2385 -19.3600 -5.6671
C 7.9496 -18.4467 -5.3701
N 8.7375 -17.5097 -5.1521
C 9.3949 -17.1494 -4.0585
N 10.0472 -16.8936 -3.1273
O 4.1018 -20.3591 -3.5698
C 3.8208 -20.8330 -4.6745
O 4.7245 -21.0530 -5.5549
C 2.4129 -21.1805 -4.9118
C 1.8169 -20.8691 -6.2760
Ge 1.8566 -18.9233 -6.8820
C 1.8658 -17.6288 -5.4025
C 2.9822 -17.5702 -4.5236
C 2.9572 -16.7475 -3.4614
C 1.8672 -15.8681 -3.2328
C 0.7450 -15.9236 -4.0641
C 0.7851 -16.8615 -5.0857
C 3.4500 -18.6509 -7.9970
C 4.8212 -18.5843 -7.6281
C 5.7761 -18.3778 -8.5724
C 5.3961 -18.1607 -9.9244
C 4.1461 -18.1897 -10.2801
C 3.1318 -18.3762 -9.3269
C 0.3364 -18.5110 -8.0032
C 0.1811 -17.1540 -8.3400
C -0.9264 -16.6497 -9.0104
C -1.8362 -17.5356 -9.5118
C -1.6669 -18.9110 -9.3664
C -0.6361 -19.3354 -8.5779
H 1.8097 -20.7151 -4.1028
H 2.3624 -22.2597 -4.8064
H 0.7274 -21.2275 -6.2788
H 2.4233 -21.3824 -7.0574
H 3.8253 -18.2033 -4.6827
H 3.7287 -16.6433 -2.7348
H 1.9453 -15.1785 -2.3757
H -0.0370 -15.2187 -3.9986
H -0.1367 -17.0108 -5.7424
H 5.1384 -18.6026 -6.6174
H 6.7970 -18.3789 -8.2039
H 6.1977 -18.0309 -10.5978
H 3.8838 -18.0637 -11.3244
H 2.0817 -18.4066 -9.6152
H 0.9476 -16.4484 -7.9166
H -1.0789 -15.5740 -8.9532
H -2.7716 -17.2107 -10.0008
H -2.3039 -19.6701 -9.7909
H -0.4731 -20.4086 -8.4087
C 1.5370 -22.4248 -9.3763
As 2.8275 -23.9386 -9.3804
C 1.7130 -25.1016 -8.2803
C 3.9654 -23.2456 -7.9241
H 0.7792 -22.5617 -8.5515
H 0.9968 -22.3620 -10.3774
H 2.0727 -21.4815 -9.1976
H 1.7899 -24.8682 -7.2412
H 2.1093 -26.1494 -8.3792
H 0.7242 -25.1432 -8.6545
H 3.4814 -23.1130 -6.9560
H 4.3007 -22.1780 -8.2434
H 4.8825 -23.8760 -7.9183
F 10.4385 -21.5757 -7.3562
C 9.3626 -21.7792 -8.0196
F 9.6772 -22.2651 -9.1879
F 8.7287 -20.5664 -8.2396
S 8.2775 -22.8855 -6.9487
O 7.9451 -22.0656 -5.7776
O 7.1475 -23.2569 -7.7184
N 9.1142 -24.2097 -6.6899
S 10.3423 -24.3047 -5.6476
O 10.7980 -23.1214 -4.9915
O 11.3143 -25.2240 -6.1666
C 9.5647 -25.1659 -4.1730
F 10.4537 -25.6902 -3.3668
F 8.7604 -26.1962 -4.5331
F 8.8678 -24.3109 -3.4800

Computed properties:
- Energy above the lowest of the compared OMol25 structures with the same formula, charge and spin: 60.2 kcal/mol
- 2S+1: 3
- Highest occupied orbital energy (alpha / beta): -0.2194 / -0.2191 hartree
- Charge: -1
- E: -8879.64851 hartree
- Maximum force: 5.0 eV/A
- Kohn-Sham gap (alpha / beta): 7.90 / 7.92 eV

These are the Löwdin partial charges, in e, on atoms 1 to 6: 1.057 0.011 -0.291 -0.072 -0.061 -0.239

***

Record 2
# C32H38BN3O14

A 4-piece molecular cluster, C32H38BN3O14 overall at a distorted geometry (ωB97M-V/def2-TZVPD, the OMol25 dataset).

Cartesian coordinates (Å):
C 1.3362 -0.2928 5.9789
C 1.7423 -1.7030 6.5758
C 1.9267 -2.6918 5.3616
C 0.7689 -3.7223 5.1929
C -0.5651 -3.1378 4.5900
C -0.8326 -3.5024 3.1002
C -0.3270 -2.4708 2.0296
C -0.6627 -1.0232 2.4200
N -0.8523 -0.0398 2.9290
B -1.1885 -2.7221 0.6751
N -1.3894 -1.5443 -0.2208
O -1.7060 -3.9719 0.3006
C 1.2434 -2.5485 1.8224
C 1.8849 -1.1699 1.9765
N 2.4534 -0.2117 2.0911
C 1.7215 -3.2716 0.5267
C 1.8764 -2.3268 -0.7458
C 3.3552 -1.9798 -1.0898
O 3.8173 -0.7846 -0.4942
C 3.2676 0.3783 -1.0948
H 0.7303 -0.3973 5.0528
H 0.7713 0.3268 6.7002
H 2.2639 0.2229 5.6466
H 2.7598 -1.5529 6.9965
H 1.0254 -2.0593 7.3374
H 2.8477 -3.2859 5.5722
H 2.1351 -2.0745 4.4669
H 0.5168 -4.0738 6.2209
H 1.0697 -4.6449 4.6444
H -1.3916 -3.5979 5.1809
H -0.5925 -2.0582 4.8273
H -0.3080 -4.4676 2.9024
H -1.9029 -3.7081 2.8748
H -1.2232 -1.8643 -1.1782
H -2.3659 -1.2582 -0.1215
H -2.6633 -3.9529 0.5085
H 1.6519 -3.1237 2.6830
H 2.7656 -3.6093 0.7325
H 1.1654 -4.2029 0.2928
H 1.3987 -2.8939 -1.5797
H 1.2351 -1.4324 -0.5947
H 3.4043 -1.8247 -2.1991
H 4.0347 -2.8270 -0.8519
H 4.0496 1.1683 -1.0005
H 3.0534 0.2757 -2.1797
H 2.3888 0.7676 -0.5371
O 1.4468 3.1227 -0.6295
C 1.9699 4.1010 -1.1277
C 1.7249 4.5166 -2.5061
C 2.3408 5.5929 -3.0080
O 2.1351 6.0010 -4.2669
C 3.2965 6.4019 -2.1869
O 3.8461 7.3623 -2.6941
C 3.5232 5.9999 -0.8020
C 2.9046 4.9253 -0.2989
O 3.0904 4.5323 0.9674
H 1.0344 3.9230 -3.0890
H 2.6939 6.7947 -4.3837
H 4.2021 6.6020 -0.2143
H 2.5365 3.7347 1.0829
O 1.4065 8.0566 -6.0845
C 0.3460 8.6178 -6.2879
C -0.0066 9.8931 -5.6713
C -1.1937 10.4576 -5.9176
O -1.5463 11.6278 -5.3697
C -2.1963 9.8105 -6.8212
O -3.2699 10.3546 -6.9994
C -1.8337 8.5464 -7.4561
C -0.6453 7.9839 -7.2122
O -0.2817 6.8260 -7.7800
H 0.7251 10.3494 -5.0191
H -2.4452 11.8143 -5.7035
H -2.5591 8.0973 -8.1200
H 0.6142 6.6358 -7.4403
O -5.9236 -10.1513 1.2171
C -5.4954 -9.0286 1.0324
C -4.4732 -8.4204 1.8801
C -4.0494 -7.1752 1.6414
O -3.1089 -6.5945 2.4020
C -4.6035 -6.3637 0.5105
O -4.2019 -5.2245 0.3414
C -5.6055 -6.9783 -0.3504
C -6.0271 -8.2260 -0.1141
O -6.9437 -8.8182 -0.8867
H -4.0836 -9.0159 2.6939
H -2.9754 -5.7035 2.0280
H -5.9838 -6.3880 -1.1734
H -7.0749 -9.7082 -0.5055

Computed properties:
- Energy above the lowest of the compared OMol25 structures with the same formula, charge and spin: 21.8 kcal/mol
- 2S+1: 1
- Highest occupied orbital energy: -0.3479 hartree
- E: -2484.61222 hartree
- Maximum force: 5.4 eV/A
- Kohn-Sham gap: 7.48 eV
- SMILES: CCCCCC[C@](C#N)(B(N)O)[C@H](C#N)CCCOC.O=C1C=C(O)C(=O)C=C1O.O=C1C=C(O)C(=O)C=C1O.O=C1C=C(O)C(=O)C=C1O

These are the Löwdin partial charges, in e, on atoms 1 to 6: -0.112 -0.227 -0.221 -0.199 -0.163 -0.128

***

Record 3
# C32H38Cl4F10IrN3O2Si4Te

C32H38Cl4F10IrN3O2Si4Te as an isolated structure at a distorted geometry (ωB97M-V/def2-TZVPD, the OMol25 dataset).

Cartesian coordinates (Å):
Ir 0.8369 1.3238 1.3306
C -1.8561 1.8016 2.9342
N -0.4642 2.3080 2.7307
C -0.6113 3.7191 2.3736
C -0.2720 4.0731 0.9543
N 0.3286 2.9653 0.1799
C 0.9128 3.3540 -1.0246
C 1.2877 2.4124 -1.9585
F 0.8245 1.1483 -1.9088
C 2.3080 2.6802 -2.8729
F 2.9414 1.6589 -3.4690
C 2.8358 3.9646 -3.0199
F 3.9145 4.1789 -3.8251
C 2.3232 5.0186 -2.2129
F 3.0215 6.1464 -2.1023
C 1.1911 4.7364 -1.4061
F 0.4393 5.7681 -1.0277
C 0.2660 2.1993 4.0778
C 1.1216 0.9545 4.2222
N 1.2455 0.1636 2.9531
C 1.4831 -1.1656 2.9949
C 0.4847 -2.0253 3.4760
F -0.6490 -1.3013 3.8451
C 0.6076 -3.3584 3.7555
F -0.4133 -4.0669 4.2779
C 1.7410 -4.0372 3.2776
F 2.0777 -5.3346 3.5701
C 2.7506 -3.2089 2.7280
F 3.8907 -3.7935 2.2901
C 2.7060 -1.8161 2.7208
F 3.8578 -1.0873 2.6026
H -2.2069 2.4378 3.7254
H -1.8261 0.7329 3.2222
H -2.4098 1.9509 2.0014
H 0.0950 4.3343 3.0446
H -1.6829 4.0373 2.5589
H 0.4429 4.9463 0.9791
H -1.1868 4.4027 0.4194
H -0.4900 2.2404 4.8602
H 0.8784 3.1160 4.0601
H 0.8871 0.2905 5.0727
H 2.1776 1.2482 4.5428
Cl 7.4382 0.6278 -0.4226
C 5.9843 1.1614 0.3406
C 5.9473 1.9531 1.5205
Cl 7.3034 2.0248 2.6278
C 4.7830 2.6789 1.8985
Cl 4.7622 3.8860 3.1188
C 3.5433 2.1579 1.4811
O 2.4009 2.5024 2.0497
C 3.5596 1.2158 0.4855
O 2.3521 0.7808 0.1135
C 4.7691 0.7590 -0.1550
Cl 4.5789 -0.4221 -1.4121
C -1.4832 -4.8312 0.0174
Si -0.6544 -3.6448 -1.1491
C -0.3725 -4.2502 -2.9100
C 1.1495 -3.3399 -0.6762
Si -2.0311 -1.5651 -1.4016
Te -1.0109 -0.4912 0.6471
Si -4.3000 -1.4554 -0.7488
C -5.1583 -2.7318 -1.9189
C -4.7289 -1.9645 0.9853
C -5.1877 0.1196 -1.2187
Si -1.7870 -0.4895 -3.4864
C -2.2105 1.3461 -3.1949
C -2.7939 -1.1376 -4.9467
C 0.0408 -0.7733 -3.9654
H -1.3141 -5.7962 -0.4279
H -2.5246 -4.6645 0.2757
H -0.8988 -4.8221 0.9451
H -1.3538 -4.0589 -3.4286
H -0.1343 -5.2961 -2.9387
H 0.3953 -3.7240 -3.4313
H 1.5127 -4.3551 -0.4921
H 1.1732 -2.6961 0.1818
H 1.8323 -2.9343 -1.4787
H -5.6191 -2.2043 -2.7926
H -5.9565 -3.3819 -1.4860
H -4.4143 -3.3506 -2.3760
H -4.0421 -2.6921 1.5038
H -5.6995 -2.4233 1.0312
H -4.7938 -1.0757 1.6571
H -4.8843 0.5542 -2.1894
H -5.0988 0.9350 -0.4932
H -6.2086 -0.1712 -1.3219
H -3.0109 1.7328 -3.7829
H -1.3061 1.9723 -3.3483
H -2.4429 1.4294 -2.1324
H -3.7615 -0.6366 -5.0619
H -2.9412 -2.1950 -4.9697
H -2.3525 -0.9433 -5.8922
H 0.6863 -0.9069 -3.0764
H 0.3619 0.1547 -4.5346
H 0.0916 -1.6845 -4.5730

Computed properties:
- Energy above the lowest of the compared OMol25 structures with the same formula, charge and spin: 43.5 kcal/mol
- 2S+1: 6
- Highest occupied orbital energy (alpha / beta): -0.0696 / -0.1713 hartree
- Charge: -1
- E: -5926.49865 hartree
- Maximum force: 3.3 eV/A
- Kohn-Sham gap (alpha / beta): 3.72 / 4.95 eV

These are the Löwdin partial charges, in e, on atoms 1 to 6: 1.144 -0.127 -0.331 -0.201 -0.194 -0.077

***

Record 4
# C32H39BrCuGeN4O2S

C32H39BrCuGeN4O2S as an isolated structure (ωB97M-V/def2-TZVPD, the OMol25 dataset).

Cartesian coordinates (Å):
Cu -1.5670 -1.1135 0.3207
C -4.4216 5.0488 -4.2975
C -3.5247 3.9536 -3.8056
C -2.2732 3.7503 -4.3952
C -1.4406 2.7291 -3.9810
C -1.8840 1.9142 -2.9435
C -3.1280 2.0674 -2.3423
C -3.9359 3.1020 -2.7778
S -0.8255 0.6215 -2.3909
O 0.1360 0.2162 -3.3922
O -3.4963 -1.3181 -2.2813
N -0.0698 1.1056 -1.0465
C -0.8870 1.6738 -0.0279
C -0.8483 3.0362 0.2011
C -1.6275 3.5515 1.2253
C -2.4236 2.6891 1.9634
C -2.4081 1.3412 1.6586
N -1.6452 0.8295 0.6798
H -3.8494 5.9352 -4.5667
H -5.1648 5.3228 -3.5516
H -4.9527 4.7193 -5.1931
H -1.9491 4.4038 -5.1952
H -0.4778 2.5635 -4.4456
H -3.4581 1.3902 -1.5644
H -4.9072 3.2471 -2.3228
H -0.2188 3.6654 -0.4125
H -1.6155 4.6117 1.4393
H -3.0491 3.0489 2.7674
H -3.0139 0.6351 2.2109
Br 3.5260 -2.1660 5.5592
C 2.1768 -2.3868 4.2711
C 1.3497 -1.3191 3.9546
C 0.3875 -1.4781 2.9727
C 0.2338 -2.6937 2.3169
C 1.0677 -3.7604 2.6455
C 2.0339 -3.6080 3.6237
N -0.7484 -2.7512 1.2907
C -1.2100 -3.8521 0.8512
C -2.1523 -3.8445 -0.2795
C -2.6773 -5.0115 -0.7805
C -3.5463 -4.9289 -1.8717
C -3.8442 -3.6996 -2.4068
C -3.2642 -2.5660 -1.8244
N -2.4460 -2.6300 -0.7941
H 1.4630 -0.3741 4.4681
H -0.2633 -0.6524 2.7097
H 1.0054 -4.7064 2.1240
H 2.6918 -4.4296 3.8704
H -0.9365 -4.8194 1.2671
H -2.4206 -5.9637 -0.3384
H -3.9795 -5.8245 -2.2954
H -4.5084 -3.6011 -3.2551
H -4.1233 -1.3422 -3.0156
C 4.0251 -2.1288 1.0510
C 4.2414 -1.5196 -0.3285
C 3.1881 -1.9340 -1.3560
C 1.7735 -1.4561 -0.9993
Ge 1.8094 0.4642 -0.6779
C 2.0720 1.0827 1.1443
C 2.8564 2.3930 1.2446
C 3.1695 2.7721 2.6924
C 4.1206 1.7991 3.3811
H 4.7978 -1.8090 1.7505
H 4.0587 -3.2188 0.9957
H 3.0582 -1.8543 1.4813
H 5.2273 -1.8022 -0.7002
H 4.2772 -0.4209 -0.2504
H 3.1850 -3.0229 -1.4514
H 3.4610 -1.5391 -2.3373
H 1.4100 -1.9377 -0.0895
H 1.0744 -1.6821 -1.8062
H 2.5602 1.2670 -1.7413
H 2.5983 0.2724 1.6519
H 1.1055 1.1738 1.6485
H 2.2915 3.1992 0.7659
H 3.7944 2.3075 0.6863
H 2.2326 2.8410 3.2562
H 3.6066 3.7721 2.7038
H 3.7013 0.7934 3.4626
H 4.3528 2.1315 4.3920
H 5.0625 1.7245 2.8340

Computed properties:
- Energy above the lowest of the compared OMol25 structures with the same formula, charge and spin: 31.8 kcal/mol
- 2S+1: 2
- Highest occupied orbital energy (alpha / beta): -0.4909 / -0.4909 hartree
- Charge: +2
- E: -8301.38297 hartree
- Maximum force: 0.2 eV/A
- Kohn-Sham gap (alpha / beta): 7.37 / 5.12 eV

These are the Löwdin partial charges, in e, on atoms 1 to 6: 0.408 -0.023 -0.230 0.001 -0.031 -0.350

***

Record 5
# C32H39F5Ge2N2O2SSe2Sn

C32H39F5Ge2N2O2SSe2Sn as an isolated structure at a distorted geometry (ωB97M-V/def2-TZVPD, the OMol25 dataset).

Cartesian coordinates (Å):
Sn 13.9716 14.5011 11.9190
O 16.5035 11.6775 12.3159
C 17.4585 12.1628 13.2443
C 17.3481 13.6014 13.8129
C 18.5744 13.8133 14.7661
O 19.8142 13.9030 14.0189
C 17.3406 14.6874 12.7135
Se 16.4055 14.5172 10.8743
C 16.1673 13.7255 14.7824
Se 14.3486 13.1354 14.3328
H 16.1474 12.4912 11.8547
H 18.4482 12.0983 12.8496
H 17.3554 11.5023 14.1291
H 18.5936 12.9337 15.4503
H 18.3665 14.7110 15.3830
H 20.5549 13.5684 14.5656
H 18.3750 14.7885 12.3773
H 17.0019 15.6431 13.1603
H 15.9950 14.7678 15.0569
H 16.4032 13.1136 15.6904
F 6.4838 15.1900 10.7362
C 7.8255 15.2444 10.4420
C 8.7471 14.3308 10.9369
F 8.3536 13.3045 11.7004
C 10.1216 14.4835 10.6799
F 10.9808 13.6904 11.3466
C 10.5772 15.4731 9.8697
S 12.3075 15.6004 9.4721
C 9.6420 16.2270 9.1687
F 10.0646 16.9551 8.0947
C 8.3018 16.2466 9.5586
F 7.4726 17.1459 8.9844
C 14.9444 17.4401 7.1355
Ge 13.4194 18.6063 7.6248
C 14.0810 20.4557 7.8652
C 11.9966 18.4178 6.2412
Ge 12.9400 17.9227 9.8723
C 11.3123 18.4683 10.7432
C 10.6354 19.5856 10.2523
C 9.6009 20.1596 10.9926
C 9.2538 19.6492 12.2276
C 9.8799 18.5183 12.7299
C 10.9030 17.9357 11.9744
C 14.5111 18.3042 11.0134
C 14.2806 18.4873 12.3561
C 15.3089 18.8995 13.1922
C 16.5857 19.2002 12.7054
C 16.8145 19.0797 11.3481
C 15.7905 18.6520 10.5239
H 14.9878 17.4006 6.0323
H 14.9247 16.4332 7.5111
H 15.8801 17.9099 7.4567
H 15.0185 20.5358 7.2742
H 14.2734 20.7320 8.9304
H 13.3431 21.1658 7.4483
H 12.5242 18.5575 5.2693
H 11.2208 19.1487 6.3145
H 11.5778 17.4173 6.2991
H 10.9387 20.0051 9.3106
H 9.0553 20.9912 10.5851
H 8.4542 20.1382 12.7950
H 9.5335 18.1040 13.6719
H 11.3500 17.0302 12.3863
H 13.2672 18.4273 12.7483
H 15.0802 19.0543 14.2603
H 17.3652 19.5529 13.3702
H 17.7516 19.4885 10.9632
H 15.9693 18.6382 9.4564
N 13.5960 12.5044 10.9458
C 13.6021 11.3438 10.8203
N 13.5572 10.0748 10.6313
C 14.4521 9.0715 11.2368
C 13.5939 8.0158 11.9114
C 12.5030 7.4105 11.0321
C 11.7521 8.4961 10.2298
C 12.7017 9.5559 9.5933
H 15.0674 9.4919 11.9942
H 15.0232 8.6666 10.4134
H 13.1208 8.4471 12.8236
H 14.2655 7.2314 12.2736
H 11.7599 6.8630 11.6065
H 12.9090 6.6655 10.3316
H 11.0094 9.0241 10.7954
H 11.1509 8.0328 9.4568
H 12.1000 10.3387 9.0822
H 13.3103 9.0808 8.8175

Computed properties:
- Energy above the lowest of the compared OMol25 structures with the same formula, charge and spin: 0.0 kcal/mol
- 2S+1: 2
- Highest occupied orbital energy (alpha / beta): -0.3903 / -0.3955 hartree
- Charge: +1
- E: -11571.00185 hartree
- Maximum force: 2.2 eV/A
- Kohn-Sham gap (alpha / beta): 8.12 / 5.50 eV

These are the Löwdin partial charges, in e, on atoms 1 to 6: 0.700 -0.161 -0.227 -0.548 -0.188 -0.064